Record 1
Here is an isolated molecule of C20H27N3O6S2 in a non-equilibrium geometry from OMol25. Energies are from ωB97M-V with the def2-TZVPD basis set.

Positions of all 58 atoms, in Å:
H (3.871, 1.032, 1.119)
S (-2.390, 0.832, -0.793)
C (-2.853, -1.276, 0.873)
H (0.337, 3.907, -0.585)
C (-3.643, -2.304, 1.388)
H (5.481, 1.388, -0.728)
C (-0.078, 2.939, -0.323)
C (4.877, -1.145, -0.731)
H (4.575, -4.262, 0.569)
C (6.270, -1.041, -0.638)
C (-4.928, -2.492, 0.919)
H (-0.794, -2.705, 2.076)
H (0.806, 0.059, -0.682)
C (-7.327, -1.141, -1.455)
H (-1.465, 3.646, 1.170)
H (-7.388, -0.095, -1.144)
H (-1.636, -1.617, 3.220)
C (-3.403, -0.468, -0.117)
H (4.163, 1.896, -1.806)
C (3.586, 1.659, 0.260)
O (-1.186, 0.270, -1.358)
C (6.434, -3.231, 0.334)
H (-3.260, -2.963, 2.151)
C (-4.685, -0.647, -0.592)
O (-3.180, 1.639, -1.679)
N (2.186, 1.487, -0.067)
H (6.770, -0.157, -1.004)
H (3.221, -2.471, -0.336)
H (-1.451, 1.243, 1.188)
C (-1.485, 3.050, 0.254)
C (7.031, -2.063, -0.109)
C (5.060, -3.357, 0.231)
H (-2.153, 3.520, -0.475)
H (2.499, 0.380, -2.447)
H (-0.072, -1.128, 2.523)
C (4.426, 1.255, -0.960)
H (2.535, -1.305, -1.918)
C (4.290, -2.334, -0.289)
H (3.734, 2.705, 0.522)
C (-1.002, -1.661, 2.330)
H (7.030, -4.030, 0.747)
O (-1.589, -0.974, 1.246)
H (-8.331, -1.537, -1.599)
H (2.050, -0.547, 0.439)
H (-0.066, 2.266, -1.175)
H (8.104, -1.949, -0.052)
H (-5.541, -3.286, 1.315)
O (-6.745, -1.945, -0.453)
N (4.151, -0.118, -1.329)
N (-2.065, 1.761, 0.563)
C (-5.472, -1.671, -0.072)
H (-6.771, -1.209, -2.395)
O (1.721, 3.342, 1.570)
C (1.863, 0.117, -0.417)
C (2.740, -0.282, -1.609)
S (1.069, 2.248, 0.910)
O (0.393, 1.292, 1.754)
H (-5.023, 0.032, -1.357)

Its largest force on an atom is 0.021 Eh/bohr. Its energy above the lowest of the compared OMol25 structures with the same formula, charge and spin is 1.24 kcal per mole. The HOMO energy is -7.79 eV. As for the charge: 0. For the calculated total energy, the calculation gives -59602.399 eV. The spin multiplicity is 1.

=====

Record 2
Here is a cluster of 8 separate species, C36H68F4O24 in total in a non-equilibrium geometry from OMol25. Energies are from ωB97M-V with the def2-TZVPD basis set.

Positions of all 132 atoms, in Å:
O (-2.733, -0.289, -6.194)
C (-1.278, -0.845, 3.582)
C (0.964, 0.522, 5.347)
H (3.630, -9.289, -2.866)
F (-0.803, -0.770, -3.749)
C (-1.991, 4.081, -3.109)
H (0.525, 1.578, -1.646)
C (-1.972, 0.811, -6.276)
H (-2.357, 4.489, 2.371)
H (0.932, -0.458, -6.853)
H (-4.374, 2.378, -0.382)
O (-4.690, 7.764, 5.402)
C (3.160, -7.296, -3.412)
C (2.619, 0.604, -5.933)
H (-2.126, 3.830, 4.765)
H (2.499, -1.304, -7.088)
H (1.272, -4.022, -2.227)
H (-1.595, 6.583, 5.977)
O (-1.338, 1.046, -5.114)
C (1.995, -4.813, -2.053)
O (-0.284, 1.010, 4.826)
O (2.587, 0.541, -4.549)
O (-0.934, 3.144, -2.824)
C (0.626, 0.969, -0.721)
O (1.943, -0.990, -3.032)
H (6.512, -2.249, 2.392)
H (0.246, 3.473, -4.601)
C (1.911, -0.645, -6.403)
O (-1.551, 0.210, -0.411)
H (2.986, -10.259, -6.026)
C (-0.606, 0.455, 3.572)
H (0.971, -5.815, -3.498)
H (0.922, -1.549, 2.541)
C (2.778, -3.417, -0.365)
H (6.442, 0.397, 3.231)
H (0.577, 4.573, -3.164)
H (-3.886, 0.063, -1.157)
H (-5.188, -1.123, 0.972)
H (1.350, -10.647, -5.543)
O (4.872, 0.325, 1.932)
C (-4.581, 2.090, -1.394)
C (-0.247, -0.273, -0.783)
H (-2.943, 8.146, 4.551)
H (-2.952, 8.349, 6.306)
H (4.103, -2.280, 5.423)
C (1.469, -3.315, 3.714)
O (2.382, -2.454, 4.387)
H (3.227, -2.836, -1.219)
H (4.000, -6.819, -2.885)
H (-6.434, 7.861, 6.280)
O (2.003, -7.279, -2.508)
F (7.006, -0.132, 1.358)
C (2.097, -0.687, -4.163)
C (2.362, -10.417, -5.147)
C (-1.820, 0.127, -4.085)
H (-2.194, -0.965, 4.190)
C (5.749, -1.607, 2.855)
H (-5.223, 0.324, -2.475)
H (-5.541, 2.597, -1.685)
O (1.793, -1.400, -5.198)
O (2.236, -9.269, -4.386)
C (3.996, -0.670, 1.757)
C (-0.033, 5.262, 1.052)
H (1.110, 2.888, -3.186)
C (-5.174, -0.054, 0.798)
O (-0.467, -1.951, 4.007)
H (-3.951, -0.229, -4.553)
C (-1.682, 4.709, 4.320)
C (3.402, -8.733, -3.776)
H (-2.010, 0.657, -3.142)
O (4.479, -1.843, 2.188)
H (1.818, -2.899, -0.097)
H (-5.167, 8.603, 7.243)
H (-1.735, 5.149, -2.958)
O (-1.922, 1.567, -7.176)
H (-0.884, 5.574, 0.421)
H (-4.232, 0.441, 0.841)
H (1.000, -3.987, 4.422)
F (1.923, 1.694, -6.361)
H (-1.133, 3.311, 2.655)
H (2.940, -6.666, -4.309)
C (-2.630, 6.391, 5.632)
H (3.041, -3.642, 5.901)
H (-3.128, 5.664, 6.349)
C (1.243, -6.063, -2.490)
O (-3.568, 2.400, -2.355)
H (2.085, -4.006, 3.052)
H (-2.883, -1.723, -4.614)
H (0.394, 4.302, 0.714)
O (2.455, -4.790, -0.725)
H (3.996, -3.765, 4.425)
C (-1.419, 4.311, 2.906)
H (-3.967, 4.332, -2.230)
H (0.764, 6.007, 0.972)
O (-2.266, 1.918, 0.804)
C (-4.819, 0.571, -1.441)
O (-0.428, 5.212, 2.437)
H (3.681, 0.769, -6.120)
C (3.427, -3.063, 5.061)
C (-2.948, -0.621, -4.759)
F (0.197, -1.129, 0.173)
C (6.109, -0.188, 2.398)
H (2.774, -11.252, -4.627)
O (-2.529, 5.835, 4.364)
H (0.342, -6.244, -1.852)
H (-1.280, 1.119, 3.115)
H (2.793, -4.665, -2.832)
H (1.699, 0.889, -0.527)
O (-5.827, 0.270, -0.459)
H (-2.678, 3.893, -1.070)
H (4.291, -8.810, -4.398)
H (1.744, 0.739, 4.625)
H (1.070, 1.124, 6.225)
H (-2.235, 3.871, -4.164)
H (-1.533, -1.030, 2.516)
C (-3.061, 3.702, -2.137)
H (-5.788, 0.405, 1.525)
C (-3.262, 7.723, 5.466)
C (0.273, 3.541, -3.493)
C (0.470, -2.419, 3.033)
C (-1.324, 1.343, 0.309)
O (-0.091, 1.748, 0.254)
O (2.955, -0.575, 1.243)
H (-0.287, -0.813, -1.692)
H (3.436, -3.369, 0.450)
H (5.589, -1.767, 3.922)
H (0.250, 0.443, 2.886)
H (0.014, -2.994, 2.240)
H (-0.705, 4.788, 4.799)
H (-5.296, 6.791, 7.058)
H (0.899, -0.567, 5.583)
C (-5.421, 7.742, 6.551)

Its largest force on an atom is 0.063 Eh/bohr. Its energy above the lowest of the compared OMol25 structures with the same formula, charge and spin is 0.00 kcal per mole. The HOMO energy is -8.99 eV. As for the charge: 0. For the calculated total energy, the calculation gives -98437.029 eV. The spin multiplicity is 1.

=====

Record 3
Here is a structure of composition C34H32BN4OP2PtS in a non-equilibrium geometry from OMol25. Energies are from ωB97M-V with the def2-TZVPD basis set.

Positions of all 76 atoms, in Å:
C (2.074, -2.614, 4.321)
C (0.848, -2.566, 4.986)
H (1.974, -5.991, 1.814)
C (4.826, -3.781, -6.824)
N (-1.089, 0.437, 1.747)
B (-3.094, 0.555, -3.287)
H (5.741, 2.531, 0.126)
H (3.439, 2.376, -5.648)
H (4.412, -1.524, 0.345)
C (4.027, 2.044, -1.070)
C (0.404, 0.246, -4.571)
H (4.106, -5.319, 0.750)
C (-0.004, -1.093, 3.241)
H (0.696, -3.101, 5.914)
C (0.888, -3.328, 0.028)
C (4.316, -0.535, -0.083)
H (3.892, 3.052, -1.441)
H (-0.448, -0.337, -4.242)
C (5.058, 1.752, -0.190)
C (4.436, -3.446, -8.110)
C (3.282, -0.253, -0.968)
C (3.199, -4.761, 0.551)
H (2.309, 1.290, -2.107)
H (5.984, 0.237, 1.015)
H (-4.171, 0.406, -2.750)
C (2.002, -5.141, 1.144)
C (1.358, 2.387, -5.099)
H (3.411, -3.012, -2.879)
N (-2.474, 3.365, 0.474)
C (2.266, -1.921, 3.148)
H (5.732, -4.353, -6.662)
H (3.674, -0.061, -5.404)
H (3.767, -1.337, -3.360)
S (0.057, 2.583, 0.207)
H (-3.438, 3.073, 0.557)
O (1.536, -0.568, 1.423)
H (-2.895, -0.300, -4.127)
H (-1.890, -0.017, 3.556)
H (-2.993, 1.675, -3.749)
Pt (0.185, -0.029, 0.059)
H (2.889, -3.203, 4.728)
C (2.971, -2.045, -3.121)
H (-0.683, 2.084, -4.481)
H (3.212, -1.959, 2.622)
H (1.609, -1.737, -7.375)
C (-1.570, 2.373, 0.776)
H (1.255, 3.461, -5.200)
C (-0.159, -1.797, 4.443)
P (2.042, -1.428, -1.627)
C (2.716, 0.409, -5.210)
H (-0.022, -2.775, -0.181)
H (5.034, -3.752, -8.960)
C (0.270, 1.624, -4.708)
P (1.782, -2.176, -4.526)
C (1.624, -0.372, -4.821)
C (-1.087, -0.207, 2.844)
H (2.959, -2.440, -9.302)
C (-1.984, 0.395, -2.166)
C (2.896, -2.641, -5.911)
H (-1.112, -1.716, 4.956)
C (3.273, -2.710, -8.301)
H (-0.093, -4.717, 1.330)
C (0.846, -4.427, 0.876)
H (4.388, -3.652, -4.738)
C (4.061, -3.383, -5.734)
N (-2.039, 1.382, 1.498)
C (2.087, -2.912, -0.548)
C (2.511, -2.317, -7.214)
C (3.237, -3.661, -0.292)
H (-2.251, 3.876, -0.363)
C (2.585, 1.779, -5.351)
C (5.196, 0.463, 0.307)
H (4.179, -3.383, -0.752)
N (-1.184, 0.253, -1.351)
C (3.139, 1.049, -1.450)
C (1.239, -1.154, 2.554)

Its largest force on an atom is 0.025 Eh/bohr. Its energy above the lowest of the compared OMol25 structures with the same formula, charge and spin is 0.00 kcal per mole. The HOMO energy (spin up / spin down) is -4.10 / -4.10 eV. As for the charge: -1. For the calculated total energy, the calculation gives -77122.708 eV. The spin multiplicity is 1.

=====

Record 4
Here is a structure of composition C13H31AgN3O5 in a non-equilibrium geometry from OMol25. Energies are from ωB97M-V with the def2-TZVPD basis set.

Positions of all 53 atoms, in Å:
H (5.843, -0.839, -3.060)
H (-3.663, -1.028, 0.569)
C (4.878, -0.483, -3.420)
H (2.819, -1.804, 2.149)
H (5.062, 0.522, -3.801)
H (-1.110, -4.184, 0.274)
C (3.097, -2.330, 1.235)
H (-5.573, 2.049, -1.039)
H (0.813, -0.200, -3.517)
H (4.418, -0.458, -1.373)
H (-3.184, 4.278, -0.090)
C (2.694, -0.266, -2.401)
H (-3.343, 0.986, -1.544)
O (0.288, -2.070, 0.863)
H (1.895, 0.881, -4.122)
N (4.005, -0.429, -2.294)
H (-1.381, 2.196, 2.469)
C (-2.212, 3.889, -0.393)
C (1.061, 2.357, 1.442)
N (-3.481, 1.884, -1.104)
C (1.883, -0.129, -3.712)
H (2.125, -0.882, -4.463)
H (3.198, -1.624, 0.410)
H (-2.431, 0.585, 3.456)
N (2.091, -3.418, 0.943)
O (0.286, 1.192, 1.628)
C (-2.302, 2.469, -0.889)
Ag (-0.463, -0.232, -0.295)
O (-2.211, -0.062, 1.578)
H (2.460, -4.349, 0.808)
H (-1.834, 4.599, -1.129)
H (1.876, 2.064, 0.780)
C (-1.623, 0.239, 2.812)
O (-1.305, 1.873, -1.229)
C (-3.166, -1.089, 1.537)
C (-0.172, -4.382, 0.792)
H (-1.131, -0.611, 3.286)
H (4.120, -2.694, 1.332)
C (-0.682, 1.384, 2.665)
H (-3.929, -1.044, 2.315)
H (-1.576, 3.882, 0.493)
H (0.429, 3.130, 1.003)
C (-4.711, 2.131, -0.377)
C (0.785, -3.195, 0.866)
H (-4.817, 3.035, 0.223)
H (-0.250, 1.543, 3.653)
H (1.523, 2.668, 2.379)
H (-2.610, -2.025, 1.561)
H (-4.817, 1.339, 0.365)
H (-0.598, -4.797, 1.705)
O (2.034, -0.185, -1.328)
H (4.673, -1.108, -4.289)
H (0.219, -5.258, 0.274)

Its largest force on an atom is 0.094 Eh/bohr. The HOMO energy (spin up / spin down) is -2.31 / -7.68 eV. As for the charge: 0. The expectation value of S² is 0.751. For the calculated total energy, the calculation gives -32687.064 eV. The spin multiplicity is 2.

=====

Record 5
Here is a cluster of 2 separate species, C5H8FINO3 in total from OMol25. Energies are from ωB97M-V with the def2-TZVPD basis set.

Positions of all 19 atoms, in Å:
F (-0.910, -2.399, -2.223)
C (0.047, -0.574, 4.315)
O (-0.924, 0.262, 3.707)
H (0.556, 0.923, -3.320)
C (-0.174, -0.275, -1.673)
H (0.083, -0.439, 5.402)
C (-0.180, 2.277, -1.913)
C (1.253, -1.008, -1.495)
I (-1.203, -0.072, 0.224)
H (-0.653, 2.470, -0.957)
H (0.116, 3.132, -2.515)
O (1.810, -1.064, -2.607)
O (1.561, -1.418, -0.389)
H (-0.672, 1.177, 3.851)
N (-1.025, -1.024, -2.572)
H (-0.549, -1.011, -3.475)
H (1.042, -0.408, 3.896)
C (0.067, 1.048, -2.356)
H (-0.245, -1.599, 4.098)

Its largest force on an atom is 0.012 Eh/bohr. The HOMO energy is -4.65 eV. As for the charge: -1. For the calculated total energy, the calculation gives -23764.281 eV. The spin multiplicity is 1.

=====

Record 6
Here is a structure of composition C2H4N2O2S2 in a non-equilibrium geometry from OMol25. Energies are from ωB97M-V with the def2-TZVPD basis set.

Positions of all 12 atoms, in Å:
H (0.554, 2.852, -0.535)
C (-0.547, -1.501, 0.704)
H (-1.573, 1.533, 0.034)
N (0.277, 2.043, 0.176)
C (0.645, 0.722, -0.170)
O (-0.972, 1.988, 0.619)
S (0.782, -0.474, 1.149)
H (1.373, -0.973, -2.606)
N (1.007, 0.520, -1.399)
H (-0.672, -2.481, 1.277)
O (1.730, -0.574, -1.518)
S (-1.740, -1.121, -0.250)

Its largest force on an atom is 0.146 Eh/bohr. Its energy above the lowest of the compared OMol25 structures with the same formula, charge and spin is 118.53 kcal per mole. The HOMO energy is -8.77 eV. As for the charge: 0. For the calculated total energy, the calculation gives -30878.616 eV. The spin multiplicity is 1.

=====

Copy entry 4 word for word.
Here is a structure of composition C13H31AgN3O5 in a non-equilibrium geometry from OMol25. Energies are from ωB97M-V with the def2-TZVPD basis set.

Positions of all 53 atoms, in Å:
H (5.843, -0.839, -3.060)
H (-3.663, -1.028, 0.569)
C (4.878, -0.483, -3.420)
H (2.819, -1.804, 2.149)
H (5.062, 0.522, -3.801)
H (-1.110, -4.184, 0.274)
C (3.097, -2.330, 1.235)
H (-5.573, 2.049, -1.039)
H (0.813, -0.200, -3.517)
H (4.418, -0.458, -1.373)
H (-3.184, 4.278, -0.090)
C (2.694, -0.266, -2.401)
H (-3.343, 0.986, -1.544)
O (0.288, -2.070, 0.863)
H (1.895, 0.881, -4.122)
N (4.005, -0.429, -2.294)
H (-1.381, 2.196, 2.469)
C (-2.212, 3.889, -0.393)
C (1.061, 2.357, 1.442)
N (-3.481, 1.884, -1.104)
C (1.883, -0.129, -3.712)
H (2.125, -0.882, -4.463)
H (3.198, -1.624, 0.410)
H (-2.431, 0.585, 3.456)
N (2.091, -3.418, 0.943)
O (0.286, 1.192, 1.628)
C (-2.302, 2.469, -0.889)
Ag (-0.463, -0.232, -0.295)
O (-2.211, -0.062, 1.578)
H (2.460, -4.349, 0.808)
H (-1.834, 4.599, -1.129)
H (1.876, 2.064, 0.780)
C (-1.623, 0.239, 2.812)
O (-1.305, 1.873, -1.229)
C (-3.166, -1.089, 1.537)
C (-0.172, -4.382, 0.792)
H (-1.131, -0.611, 3.286)
H (4.120, -2.694, 1.332)
C (-0.682, 1.384, 2.665)
H (-3.929, -1.044, 2.315)
H (-1.576, 3.882, 0.493)
H (0.429, 3.130, 1.003)
C (-4.711, 2.131, -0.377)
C (0.785, -3.195, 0.866)
H (-4.817, 3.035, 0.223)
H (-0.250, 1.543, 3.653)
H (1.523, 2.668, 2.379)
H (-2.610, -2.025, 1.561)
H (-4.817, 1.339, 0.365)
H (-0.598, -4.797, 1.705)
O (2.034, -0.185, -1.328)
H (4.673, -1.108, -4.289)
H (0.219, -5.258, 0.274)

Its largest force on an atom is 0.094 Eh/bohr. The HOMO energy (spin up / spin down) is -2.31 / -7.68 eV. As for the charge: 0. The expectation value of S² is 0.751. For the calculated total energy, the calculation gives -32687.064 eV. The spin multiplicity is 2.

=====

Question: calculated total energy of number 6 (C2H4N2O2S2)?
Answer: -30878.616 eV

=====

Question: Which value of calculated total energy does entry 5 give?
Answer: -23764.281 eV